No. 1
103
Properties=species:S:1:pos:R:3:mulliken_spin:R:1 method="wB97M-V/def2-TZVPD" homo_energy_ev="-12.51 / -12.51" orbital_gap_ev="4.90 / 2.13" spin_multiplicity=2 s_squared=0.759 charge=+2
Ag -1.9786 -3.8622 -2.7566 0.001
Ag 1.1812 -1.2699 -4.2057 0.012
Ag 3.9135 0.8330 -0.9417 0.006
O 2.1947 -0.5258 -1.9302 0.601
C 0.9479 -0.1389 -1.3225 0.073
C -0.3928 -1.0258 -1.4319 0.063
O -0.8088 -1.5505 -2.6438 0.178
H 0.7617 0.8249 -1.7963 0.052
H 1.0337 0.1134 -0.2656 -0.002
H -1.2175 -0.4775 -0.9767 0.004
H -0.1912 -1.8909 -0.8001 -0.015
C -4.3459 -4.7215 -0.1074 0.001
C -3.5824 -3.4454 0.1878 0.002
C -2.1741 -3.6801 0.6177 0.000
O -2.2193 -4.6783 1.7063 0.000
C -0.9167 -5.0728 1.9395 0.000
N -3.5579 -2.6088 -0.9776 0.003
H -4.1068 -5.1423 -1.0840 0.000
H -5.3872 -4.3994 -0.1006 0.000
H -4.3630 -5.4379 0.7140 0.000
H -4.1280 -3.0493 1.0443 0.000
H -1.7489 -2.7745 1.0503 0.000
H -1.4871 -3.9889 -0.1701 -0.003
H -0.8088 -5.8685 2.6767 0.000
H -0.3416 -4.2319 2.3270 0.000
H -0.4447 -5.4954 1.0525 0.000
H -4.4767 -2.2469 -1.1893 0.000
H -3.0289 -1.7626 -0.8221 0.003
C -2.7605 2.0319 5.0329 0.000
C -4.0827 2.2411 4.2653 0.000
C -4.4667 0.9238 3.6014 0.000
O -3.4038 0.3324 2.8897 0.000
C -3.2648 0.4427 1.4701 -0.001
N -5.0566 2.6938 5.1975 0.000
H -2.5623 2.9055 5.6540 0.000
H -2.0020 1.9723 4.2523 0.000
H -2.6451 1.1046 5.5941 0.000
H -3.9936 2.9680 3.4580 0.000
H -5.3270 1.0470 2.9434 0.000
H -4.8892 0.2608 4.3564 0.000
H -4.2964 0.6136 1.1625 0.000
H -2.7720 -0.3625 0.9252 0.002
H -2.7031 1.3423 1.2186 0.000
H -4.6809 3.5142 5.6511 0.000
H -5.1868 2.0142 5.9333 0.000
C 0.3872 -0.0700 2.4449 -0.003
C 1.8688 0.2250 2.8639 0.001
C 2.3518 -0.6686 4.0290 0.000
O 3.7286 -0.6202 4.4944 0.000
C 4.1893 0.7234 4.9052 0.000
N 2.8155 0.1690 1.7159 -0.001
H 0.0809 -1.1159 2.4275 0.001
H -0.0347 0.4737 1.5997 -0.001
H -0.1158 0.3074 3.3352 0.000
H 1.9357 1.2559 3.2115 0.000
H 2.2052 -1.6766 3.6410 0.000
H 1.7416 -0.4938 4.9151 0.000
H 5.2696 0.7746 5.0408 0.000
H 3.8741 0.8994 5.9337 0.000
H 3.9340 1.5217 4.2084 0.000
H 3.7452 0.1781 2.1105 0.000
H 2.7663 -0.7590 1.3203 -0.001
C 2.0582 3.5047 0.2584 0.007
C 2.2512 3.7810 -1.2384 -0.006
C 2.2064 5.2575 -1.7075 0.002
O 1.8553 5.3401 -3.1544 0.000
C 2.8935 4.9365 -4.1464 0.000
N 3.5946 3.2499 -1.4648 0.012
H 1.3176 4.2150 0.6260 0.000
H 2.8759 3.7494 0.9363 0.000
H 1.7278 2.5034 0.5351 -0.006
H 1.4002 3.2384 -1.6501 0.004
H 3.1422 5.7891 -1.5349 0.000
H 1.3976 5.7007 -1.1266 0.000
H 2.5297 4.9550 -5.1738 0.000
H 3.3201 3.9366 -4.0669 0.000
H 3.6157 5.7497 -4.2188 0.000
H 3.8748 3.3685 -2.4279 0.000
H 4.2492 3.8075 -0.9351 0.000
C 3.4958 1.3397 -4.8606 -0.001
O 3.8165 1.8986 -5.8219 0.000
N 2.3980 1.5888 -4.2663 -0.001
N 4.3582 0.6412 -4.1534 0.001
H 1.7685 2.1567 -4.8152 0.001
H 2.0546 1.0680 -3.4719 0.002
H 5.2073 0.4265 -4.6564 0.000
H 4.0464 -0.0738 -3.5118 -0.002
C 2.7782 -4.4116 -2.1369 -0.003
O 3.2269 -5.5568 -2.0263 0.002
N 1.5122 -4.1311 -2.0350 0.001
N 3.4702 -3.3389 -2.3703 0.005
H 1.1582 -3.1852 -2.0389 0.010
H 0.8620 -4.9033 -2.0659 0.000
H 4.4590 -3.4200 -2.5592 0.000
H 3.0591 -2.4341 -2.1903 -0.002
C -3.8001 0.1099 -3.7881 -0.001
O -4.9510 0.2260 -4.2828 0.002
N -3.3592 0.6761 -2.7305 0.000
N -2.9461 -0.7304 -4.2218 0.002
H -3.9160 1.3384 -2.2094 0.000
H -2.3959 0.4235 -2.5626 -0.002
H -3.4505 -1.4719 -4.6864 0.000
H -2.1376 -0.9147 -3.6451 -0.001

No. 2
90
Properties=species:S:1:pos:R:3:lowdin_charge:R:1 method="wB97M-V/def2-TZVPD" homo_energy_ev=-11.59 orbital_gap_ev=7.65 charge=+1
Hg -0.0879 -1.4250 0.4544 1.234
B 0.7902 0.5740 -0.4514 -0.457
H -0.1084 0.7168 0.2784 -0.014
H 1.2022 1.5873 -0.7979 0.018
H 1.6335 0.0041 0.1212 -0.003
H 0.4413 -0.1036 -1.3247 -0.017
C -1.1700 3.4877 -1.7933 -0.048
C -2.0847 2.2645 -1.8070 -0.477
C -3.4356 2.6508 -2.3830 -0.047
O -1.4527 1.1671 -2.4730 -0.085
H -1.4950 4.2064 -1.0387 0.081
H -1.1231 3.9297 -2.7889 0.090
H -0.1432 3.2600 -1.5052 0.056
H -2.2389 1.8915 -0.7832 0.123
H -3.9070 3.5070 -1.8975 0.089
H -4.1689 1.8617 -2.1928 0.054
H -3.4706 2.8606 -3.4526 0.090
H -0.5871 0.9821 -2.0476 0.017
C 4.6908 2.4555 -3.6741 -0.046
C 3.2821 2.3336 -3.1038 -0.514
C 2.1613 2.5984 -4.0802 -0.049
O 3.1330 1.0469 -2.5024 -0.080
H 4.7924 1.7511 -4.4967 0.084
H 5.3948 2.3287 -2.8559 0.079
H 4.7537 3.4983 -3.9914 0.082
H 3.2103 3.0669 -2.2839 0.133
H 2.2211 1.9047 -4.9227 0.087
H 2.2038 3.6295 -4.4370 0.085
H 1.1816 2.4421 -3.6257 0.058
H 2.3829 1.0514 -1.8914 -0.006
C -0.1992 -3.4083 -3.3955 -0.032
C 0.2590 -3.7726 -1.9846 -0.460
C 1.2800 -4.8933 -1.9195 -0.042
O 0.8480 -2.5808 -1.4152 -0.142
H -0.9292 -4.1450 -3.7433 0.090
H 0.6528 -3.4439 -4.0742 0.091
H -0.7169 -2.4528 -3.4045 0.077
H -0.5879 -4.0335 -1.3468 0.122
H 2.1571 -4.6306 -2.5135 0.092
H 0.8555 -5.7965 -2.3644 0.094
H 1.5317 -5.1443 -0.8903 0.080
H 1.7212 -2.3619 -1.7661 0.124
C 1.7813 3.0852 2.4159 -0.036
C 0.4433 3.0498 3.1227 -0.433
C -0.7020 3.3000 2.1753 -0.047
O 0.2255 1.7205 3.6491 -0.089
H 1.7679 2.5464 1.4663 0.068
H 2.5870 2.6013 2.9790 0.080
H 2.1163 4.1053 2.2207 0.092
H 0.3798 3.7178 3.9863 0.145
H -1.6574 3.3375 2.7091 0.087
H -0.8022 2.5890 1.3570 0.060
H -0.6632 4.3074 1.7519 0.093
H 0.9464 1.4981 4.2489 0.101
C -1.3639 -1.5897 4.4471 -0.040
C -2.0786 -0.9519 3.2591 -0.459
C -3.0502 0.1094 3.7263 -0.043
O -1.1126 -0.3309 2.3831 -0.149
H -1.0869 -0.8388 5.1860 0.086
H -0.4463 -2.1013 4.1381 0.062
H -1.9386 -2.4120 4.8767 0.090
H -2.6291 -1.7288 2.7241 0.127
H -3.3428 0.7483 2.8947 0.082
H -2.6332 0.6968 4.5452 0.086
H -3.9205 -0.3952 4.1534 0.093
H -0.7024 0.4153 2.8838 0.061
C 2.7674 -2.0656 3.9682 -0.037
C 2.5917 -1.3843 2.6124 -0.424
C 3.8726 -1.4200 1.8078 -0.045
O 1.6473 -2.2183 1.8706 -0.152
H 2.8432 -3.1548 3.9279 0.091
H 1.9254 -1.8806 4.6354 0.071
H 3.7140 -1.7192 4.3874 0.091
H 2.2139 -0.3678 2.6993 0.130
H 4.2031 -2.4414 1.6008 0.093
H 4.7033 -0.9209 2.3104 0.093
H 3.7500 -0.9448 0.8325 0.078
H 1.9553 -3.1281 1.8192 0.102
C -4.2292 -0.6848 -0.6000 -0.031
C -3.2803 -1.8668 -0.6792 -0.449
C -3.6743 -2.8947 -1.7320 -0.030
O -1.9389 -1.3914 -0.9440 -0.140
H -5.2714 -1.0123 -0.6012 0.096
H -4.1631 -0.1718 -1.5656 0.076
H -4.0675 -0.0481 0.2659 0.083
H -3.2862 -2.2939 0.3284 0.129
H -4.5931 -3.4333 -1.5043 0.092
H -2.8808 -3.6472 -1.7451 0.065
H -3.7360 -2.5074 -2.7501 0.097
H -2.0582 -0.7485 -1.6783 0.095

No. 3
90
Properties=species:S:1:pos:R:3:lowdin_charge:R:1 method="wB97M-V/def2-TZVPD" homo_energy_ev=-9.49 orbital_gap_ev=9.39 charge=0
Rb 2.5429 0.6672 1.4101 0.916
B -0.3343 0.6248 0.2209 -0.423
H 0.7121 0.3839 -0.2935 -0.073
H -0.4744 -0.1103 1.1471 0.011
H -0.3561 1.7975 0.5200 0.015
H -1.1945 0.4114 -0.6138 0.018
C -3.0831 2.7850 2.0650 -0.048
C -2.3968 2.2588 3.3263 -0.468
C -3.1311 1.0548 3.8989 -0.056
O -1.0570 1.8675 2.9986 -0.085
H -3.2261 1.9839 1.3369 0.075
H -2.4838 3.5778 1.6118 0.074
H -4.0410 3.2388 2.3307 0.081
H -2.3405 3.0625 4.0611 0.133
H -3.2086 0.2459 3.1740 0.076
H -4.1372 1.3318 4.2354 0.079
H -2.6158 0.7335 4.8060 0.069
H -1.0824 1.5359 2.0912 -0.015
C 0.5139 0.3039 -5.0737 -0.050
C 0.1528 0.7733 -3.6868 -0.497
C -1.2910 1.2303 -3.6067 -0.047
O 0.4414 -0.2594 -2.7491 -0.078
H 0.0135 -0.6420 -5.2994 0.091
H 1.5831 0.1000 -5.1399 0.063
H 0.2521 1.0643 -5.8058 0.083
H 0.8231 1.6163 -3.4458 0.128
H -1.6035 1.5392 -2.6097 0.062
H -1.9490 0.4087 -3.9108 0.089
H -1.4394 2.0452 -4.3185 0.083
H 0.0543 -0.0376 -1.8861 0.004
C 1.7717 -3.5124 0.1889 -0.038
C 0.3473 -3.1012 -0.0554 -0.461
C -0.3961 -4.0081 -1.0400 -0.021
O -0.3549 -2.9972 1.1957 -0.075
H 2.3708 -3.3171 -0.7034 0.078
H 1.8545 -4.5861 0.3777 0.088
H 2.2459 -2.9626 1.0010 0.074
H 0.3213 -2.0791 -0.4682 0.114
H -0.0098 -5.0274 -0.9852 0.078
H -0.3247 -3.6456 -2.0652 0.082
H -1.4492 -4.0146 -0.7576 0.064
H -1.1726 -2.4952 0.9994 0.056
C -4.2662 -2.8841 -0.2272 -0.056
C -3.3864 -1.6996 -0.5424 -0.478
C -4.1989 -0.4792 -0.9035 -0.048
O -2.6098 -1.4329 0.6440 -0.103
H -5.0557 -2.6097 0.4799 0.086
H -3.7006 -3.6627 0.2931 0.077
H -4.7366 -3.3078 -1.1127 0.083
H -2.6608 -1.9829 -1.3135 0.132
H -3.5780 0.3187 -1.3302 0.065
H -4.6748 -0.0766 -0.0095 0.087
H -4.9395 -0.6849 -1.6792 0.084
H -2.1146 -0.6144 0.4690 0.003
C 1.9023 -2.3581 5.2137 -0.055
C 0.7290 -2.1763 4.2637 -0.470
C -0.3189 -1.2219 4.8270 -0.048
O 1.2552 -1.5879 3.0598 -0.156
H 2.7119 -2.9087 4.7347 0.077
H 1.5992 -2.9184 6.0997 0.080
H 2.2601 -1.3728 5.5189 0.080
H 0.2837 -3.1371 3.9978 0.140
H -0.6790 -1.5665 5.8014 0.083
H -1.1695 -1.2025 4.1466 0.071
H 0.1081 -0.2278 4.9424 0.083
H 0.7616 -1.9685 2.3099 0.031
C 0.4564 4.6352 -0.1685 -0.048
C 1.3472 4.0064 -1.2366 -0.476
C 2.6063 4.8021 -1.5061 -0.046
O 1.7814 2.7104 -0.7970 -0.146
H 0.3721 5.7215 -0.2186 0.081
H 0.8423 4.3680 0.8194 0.089
H -0.5548 4.2239 -0.2149 0.069
H 0.7366 3.8425 -2.1322 0.132
H 3.3172 4.1840 -2.0525 0.078
H 3.0267 5.1605 -0.5654 0.084
H 2.3972 5.6872 -2.1110 0.083
H 1.0095 2.1582 -0.5790 -0.017
C 4.9988 0.4289 -1.6140 -0.047
C 3.6746 -0.0533 -2.1564 -0.477
C 3.8208 -0.9976 -3.3341 -0.036
O 2.9865 -0.7386 -1.0844 -0.169
H 4.8530 1.1257 -0.7856 0.065
H 5.5222 0.9893 -2.3933 0.087
H 5.6611 -0.3847 -1.3146 0.090
H 3.0405 0.8066 -2.3985 0.125
H 4.1586 -1.9650 -2.9570 0.090
H 4.5513 -0.6163 -4.0505 0.085
H 2.8739 -1.1385 -3.8494 0.059
H 2.1507 -1.0402 -1.4654 0.048

No. 4
113
Properties=species:S:1:pos:R:3:lowdin_charge:R:1 method="wB97M-V/def2-TZVPD" homo_energy_ev=-10.05 orbital_gap_ev=10.22 smiles="COP(=O)(OC)OC.COP(=O)(OC)OC.COP(=O)(OC)OC.COP(=O)(OC)OC.ClCCl.ClCCl.ClCCl.OCCO.OCCO.OCCO" charge=0
C 4.4938 2.3380 3.8891 -0.127
O 5.0899 1.8249 2.7584 -0.239
P 4.2354 1.2843 1.4370 0.597
O 3.0509 2.1401 1.0528 -0.246
O 5.4170 1.0399 0.3376 -0.232
C 6.4011 2.0038 0.0782 -0.126
O 3.8325 -0.2320 1.9363 -0.218
C 2.7395 -0.4562 2.8260 -0.094
H 4.6441 3.4156 3.9560 0.098
H 4.9032 1.8486 4.7728 0.098
H 3.4341 2.0899 3.8296 0.072
H 6.3862 2.6970 0.9192 0.085
H 6.2182 2.6073 -0.8109 0.077
H 7.3978 1.5963 -0.0908 0.092
H 2.1857 0.4755 2.9420 0.067
H 3.0028 -0.7054 3.8539 0.093
H 2.1039 -1.2490 2.4314 0.083
C -0.4275 -5.7303 4.1713 -0.089
O -0.3220 -5.3091 2.7868 -0.225
P -1.6612 -5.0776 1.9280 0.469
O -2.5757 -6.2921 1.9606 -0.264
O -1.1221 -4.5987 0.4974 -0.227
C -0.4388 -5.4519 -0.3702 -0.137
O -2.3130 -3.7347 2.5908 -0.216
C -1.7065 -2.4640 2.4162 -0.099
H -0.0879 -4.9569 4.8601 0.080
H 0.1708 -6.6030 4.4329 0.087
H -1.4520 -5.9200 4.4916 0.084
H 0.5891 -5.0892 -0.3623 0.059
H -0.7131 -5.5129 -1.4234 0.062
H -0.4168 -6.4941 -0.0518 0.096
H -2.0976 -1.9966 1.5125 0.069
H -0.6172 -2.4976 2.4349 0.086
H -1.9890 -1.8749 3.2887 0.087
C -3.3404 -2.2298 -1.0110 -0.094
O -4.2377 -2.1525 -2.1046 -0.188
P -5.6383 -1.3838 -2.0286 0.419
O -6.5074 -1.5765 -3.1784 -0.208
O -5.2751 0.1276 -1.6118 -0.236
C -4.7996 0.9997 -2.5625 -0.137
O -6.3164 -1.8757 -0.6331 -0.222
C -7.6125 -1.4295 -0.3414 -0.122
H -2.7070 -3.1161 -1.0452 0.077
H -3.8250 -2.1506 -0.0379 0.081
H -2.6414 -1.4205 -1.2222 0.066
H -5.5453 1.7841 -2.6924 0.091
H -4.6348 0.6410 -3.5785 0.099
H -3.9177 1.4287 -2.0867 0.080
H -7.9220 -0.5712 -0.9378 0.089
H -7.7124 -1.2302 0.7256 0.075
H -8.3009 -2.2441 -0.5663 0.092
C -1.4052 1.4779 3.0493 -0.130
O -2.5740 0.7764 2.7495 -0.228
P -3.3154 0.9817 1.2743 0.542
O -2.4319 0.5759 0.1526 -0.230
O -4.6994 0.0929 1.3537 -0.237
C -5.5199 0.3186 2.4948 -0.087
O -3.8339 2.5206 1.3475 -0.239
C -4.8532 2.9793 0.4203 -0.070
H -1.5974 2.5508 3.0514 0.084
H -0.6048 1.3767 2.3164 0.070
H -0.9814 1.2098 4.0171 0.094
H -5.2034 -0.3728 3.2757 0.097
H -6.5594 0.1332 2.2241 0.084
H -5.3756 1.3520 2.8100 0.085
H -5.5973 2.2653 0.0675 0.082
H -4.3456 3.3859 -0.4544 0.090
H -5.4195 3.7405 0.9570 0.096
C 3.6151 4.0169 -2.3624 -0.240
C 4.4014 4.9900 -3.2908 -0.195
O 3.4970 5.5915 -4.2655 -0.079
O 3.3492 2.8256 -3.0497 -0.074
H 2.6508 4.4062 -2.0357 0.106
H 4.1740 3.8469 -1.4421 0.102
H 5.2248 4.5399 -3.8454 0.119
H 4.7552 5.8313 -2.6948 0.108
H 2.7710 5.7917 -3.6701 0.064
H 2.4752 2.8625 -3.4452 0.096
C 0.7824 0.2385 -1.0027 -0.247
C 1.8244 -0.8959 -0.9629 -0.196
O 1.3113 -1.9658 -0.0908 -0.101
O -0.4059 -0.1051 -1.6729 -0.072
H 1.1820 1.1490 -1.4492 0.099
H 0.5950 0.5653 0.0201 0.108
H 2.8409 -0.5835 -0.7237 0.102
H 1.8813 -1.3610 -1.9470 0.065
H 0.5252 -2.2141 -0.5827 0.032
H -1.0801 0.3014 -1.1236 0.018
C -0.8653 4.5646 0.2494 -0.233
C 0.6392 4.0979 0.4056 -0.243
O 0.9075 3.6717 1.7254 -0.074
O -1.0815 5.6704 1.0704 -0.060
H -1.4811 3.7303 0.5852 0.094
H -1.0521 4.9735 -0.7436 0.121
H 1.2426 4.9578 0.1151 0.110
H 0.8618 3.3425 -0.3481 0.095
H 1.7611 3.2463 1.6156 0.014
H -0.4919 5.4433 1.7931 0.070
C 3.8518 -4.1240 -1.1710 -1.045
Cl 5.0993 -3.7787 -2.4062 0.482
Cl 3.4761 -5.8018 -0.9937 0.551
H 4.2274 -3.8765 -0.1781 0.026
H 2.9299 -3.5662 -1.3353 0.001
C 5.4163 0.4036 -3.0052 -0.934
Cl 6.7133 -0.6546 -2.2911 0.483
Cl 4.1232 -0.5832 -3.8092 0.505
H 4.9652 0.9095 -2.1516 -0.021
H 5.8892 1.2176 -3.5547 0.039
C 0.6605 -2.9725 -4.7462 -0.899
Cl -0.1113 -3.3798 -3.1792 0.557
Cl 1.2933 -4.5100 -5.5423 0.447
H -0.0472 -2.4439 -5.3847 0.038
H 1.5985 -2.4496 -4.5594 -0.007